(1)
Computed, not measured: a molecular structure, C37H25MnN8O2S6 at a distorted geometry, with ωB97M-V/def2-TZVPD.

Last column: Löwdin charge in e.
CARTESIAN COORDINATES (ANGSTROEM)
Mn (-0.0139, -0.4974, 0.6819)  0.631
C (0.8295, 3.7882, -0.8370)  0.015
C (0.2307, 2.9431, 0.2629)  -0.516
O (0.7303, 1.8870, 0.6199)  0.010
N (-0.8720, 3.4663, 0.8560)  0.082
C (-1.6073, 2.7227, 1.8687)  -0.109
C (-2.6779, 1.8560, 1.2499)  -0.278
C (-4.0206, 2.0950, 1.4985)  -0.039
C (-4.9684, 1.2977, 0.8655)  -0.067
C (-4.5326, 0.3410, -0.0282)  -0.047
C (-3.1654, 0.1910, -0.2382)  -0.217
N (-2.2482, 0.9116, 0.4098)  0.060
H (1.9133, 3.7071, -0.7972)  0.087
H (0.5354, 4.8336, -0.7528)  0.077
H (0.4994, 3.3952, -1.8009)  0.084
H (-1.3317, 4.2515, 0.4289)  0.140
H (-2.0392, 3.4263, 2.5805)  0.120
H (-0.8748, 2.0937, 2.3736)  0.101
H (-4.3158, 2.8861, 2.1770)  0.100
H (-6.0240, 1.4436, 1.0564)  0.103
H (-5.2288, -0.2967, -0.5537)  0.112
H (-2.7889, -0.4972, -0.9779)  0.080
S (5.1026, 0.2194, 6.1484)  0.979
N (3.4714, 0.2010, 6.1798)  -0.221
C (3.0647, -0.0089, 4.9440)  -0.305
C (1.6913, -0.0977, 4.5242)  -0.079
C (0.6189, -0.0347, 5.4088)  0.011
C (-0.6593, -0.1274, 4.9096)  -0.021
C (-0.8329, -0.2861, 3.5398)  -0.132
N (0.1649, -0.3516, 2.6689)  0.023
C (1.4375, -0.2688, 3.1459)  -0.104
C (2.5193, -0.4118, 2.1981)  -0.132
N (2.1858, -0.6270, 0.9058)  0.025
C (3.1429, -0.8771, 0.0377)  -0.119
C (4.4991, -0.8562, 0.3615)  -0.012
C (4.8657, -0.5871, 1.6587)  0.007
C (3.8694, -0.3811, 2.6104)  -0.081
C (4.1356, -0.1490, 4.0050)  -0.302
N (5.3291, -0.0453, 4.5544)  -0.219
H (0.8160, 0.0629, 6.4680)  0.118
H (-1.5241, -0.0941, 5.5562)  0.111
H (-1.8311, -0.3920, 3.1315)  0.072
H (2.8270, -1.1210, -0.9674)  0.110
H (5.2357, -1.0530, -0.4041)  0.112
H (5.9032, -0.5547, 1.9641)  0.116
S (-2.1463, -2.1437, 1.1210)  0.629
C (-1.7712, -3.6678, 0.3878)  -0.767
C (-2.8650, -4.4075, -0.1285)  -0.329
N (-3.7666, -4.9657, -0.5874)  0.121
C (-0.4962, -4.1693, 0.2854)  -0.810
S (0.9229, -3.2794, 0.6791)  0.556
C (-0.3074, -5.5005, -0.1828)  -0.327
N (-0.1276, -6.5829, -0.5409)  0.127
O (-0.0786, -0.3299, -1.1403)  -0.286
C (-0.0663, -0.3425, -2.5132)  -0.581
C (-1.1496, 0.6071, -3.0542)  -0.437
C (-1.7202, 1.6516, -2.3968)  -0.143
C (-2.6307, 2.3922, -3.1997)  -0.185
C (-2.7189, 1.9068, -4.4646)  -0.421
S (-1.7073, 0.5356, -4.6884)  1.044
C (-0.3061, -1.7518, -3.0442)  -0.474
C (-1.5084, -2.3591, -3.2607)  -0.144
C (-1.3853, -3.7162, -3.6533)  -0.179
C (-0.0915, -4.1217, -3.7169)  -0.407
S (0.9901, -2.8636, -3.2918)  1.014
C (1.2506, 0.2565, -3.0322)  -0.462
C (2.0936, 1.0570, -2.3250)  -0.151
C (3.2022, 1.5146, -3.0898)  -0.190
C (3.1656, 1.0710, -4.3732)  -0.423
S (1.7915, 0.0820, -4.6651)  1.015
H (-1.5069, 1.8585, -1.3600)  0.079
H (-3.1935, 3.2436, -2.8423)  0.094
H (-3.3246, 2.2588, -5.2840)  0.053
H (-2.4611, -1.8619, -3.1485)  0.106
H (-2.2286, -4.3568, -3.8650)  0.102
H (0.2975, -5.0931, -3.9718)  0.063
H (1.9256, 1.2820, -1.2818)  0.083
H (3.9928, 2.1349, -2.6898)  0.095
H (3.8638, 1.2571, -5.1734)  0.053

For the orbital gap (spin up / spin down), the calculation gives 4.112 / 4.188 eV. The value obtained for the LUMO energy (spin up / spin down) is 0.99 / 1.00 eV. As for the spin multiplicity: 6. The expectation value of S² is 8.759. For the HOMO energy (spin up / spin down), the calculation gives -3.12 / -3.19 eV. The calculation puts the energy above the lowest of the compared OMol25 structures with the same formula, charge and spin at 18.3 kcal/mol. As for the total charge: -1.


(2)
Computed, not measured: a molecular structure, C37H26Cl3IrN6OS2Se, with ωB97M-V/def2-TZVPD.

Last column: Löwdin charge in e.
CARTESIAN COORDINATES (ANGSTROEM)
Ir (0.1462, -0.8289, 0.6373)  0.994
S (1.5596, 1.2159, 4.3749)  1.149
C (0.4290, 0.0061, 4.9031)  -0.466
C (-0.0239, -0.2569, 6.1909)  -0.073
C (-0.9748, -1.2472, 6.3536)  -0.089
C (-1.4601, -1.9681, 5.2552)  -0.085
C (-1.0016, -1.7164, 3.9761)  -0.028
C (-0.0499, -0.7136, 3.8041)  -0.308
N (0.4829, -0.2899, 2.5965)  -0.114
C (1.3210, 0.7082, 2.7438)  -0.506
C (1.9209, 1.2465, 1.5476)  -0.239
C (2.8599, 2.2768, 1.5123)  -0.042
C (3.3746, 2.6761, 0.2961)  -0.082
C (2.9532, 2.0350, -0.8695)  -0.068
C (2.0180, 1.0124, -0.8373)  -0.088
C (1.4722, 0.6039, 0.3803)  -0.267
H (0.3493, 0.3025, 7.0382)  0.125
H (-1.3433, -1.4727, 7.3457)  0.117
H (-2.1954, -2.7459, 5.4130)  0.119
H (-1.3443, -2.2879, 3.1220)  0.109
H (3.1847, 2.7543, 2.4300)  0.105
H (4.1049, 3.4720, 0.2463)  0.103
H (3.3699, 2.3377, -1.8223)  0.108
H (1.7204, 0.5202, -1.7542)  0.095
N (-0.2087, -1.1940, -1.3027)  -0.029
C (-0.4349, -1.4093, -2.4246)  -0.321
N (-0.6061, -1.5084, -3.6827)  0.075
C (-1.0677, -2.6100, -4.2488)  -0.415
N (-1.4676, -3.5306, -4.8257)  0.088
Cl (-7.1579, 5.8651, 7.0148)  0.684
C (-6.1627, 4.8925, 5.9815)  -0.662
C (-6.2673, 3.5120, 6.0292)  -0.085
C (-5.4534, 2.7478, 5.2111)  -0.011
C (-4.5340, 3.3343, 4.3493)  -0.198
C (-3.6169, 2.4841, 3.4977)  -0.313
C (-4.1345, 2.3402, 2.0697)  -0.046
N (-3.0718, 1.8459, 1.2072)  -0.043
C (-2.5297, 2.4873, 0.1161)  -0.024
C (-1.4715, 1.7339, -0.2871)  -0.086
N (-1.3497, 0.6628, 0.5634)  -0.091
C (-2.3351, 0.7442, 1.4297)  -0.115
O (-3.4960, 1.1584, 3.9826)  -0.108
C (-2.4237, 0.9283, 4.8968)  -0.168
C (-2.7077, 1.4737, 6.2610)  -0.327
C (-2.2975, 2.6845, 6.7312)  -0.961
Cl (-1.3059, 3.8233, 5.9120)  0.698
S (-2.9131, 3.0446, 8.2887)  1.014
C (-3.7413, 1.5454, 8.3428)  -0.394
C (-3.5432, 0.8179, 7.2142)  -0.146
C (-4.4744, 4.7228, 4.3142)  -0.585
Cl (-3.3697, 5.5218, 3.2294)  0.724
C (-5.2735, 5.5138, 5.1229)  -0.121
H (-6.9712, 3.0460, 6.7041)  0.112
H (-5.5053, 1.6685, 5.2550)  0.126
H (-2.6299, 2.9580, 3.4586)  0.119
H (-4.4750, 3.2926, 1.6698)  0.124
H (-4.9723, 1.6412, 2.0754)  0.149
H (-2.9428, 3.4045, -0.2646)  0.125
H (-0.7855, 1.8882, -1.1005)  0.112
H (-2.5205, 0.0607, 2.2394)  0.134
H (-1.4969, 1.3533, 4.4932)  0.107
H (-2.3180, -0.1557, 4.9442)  0.082
H (-4.3197, 1.2805, 9.2128)  0.071
H (-3.9733, -0.1598, 7.0458)  0.124
H (-5.1986, 6.5907, 5.0846)  0.109
Se (1.4051, -2.8331, 0.9994)  0.647
C (1.6757, -3.5154, -0.7772)  -0.663
C (0.8346, -4.4889, -1.3035)  -0.144
C (1.0245, -4.9455, -2.5999)  -0.094
C (2.0553, -4.4323, -3.3749)  -0.093
C (2.9031, -3.4701, -2.8446)  -0.088
C (2.7184, -3.0143, -1.5462)  -0.150
H (0.0191, -4.8731, -0.7042)  0.094
H (0.3450, -5.6730, -3.0218)  0.103
H (2.1852, -4.7742, -4.3934)  0.103
H (3.7118, -3.0692, -3.4433)  0.100
H (3.3763, -2.2606, -1.1306)  0.093

For the orbital gap, the calculation gives 6.797 eV. The value obtained for the LUMO energy is -0.73 eV. For the HOMO energy, the calculation gives -7.53 eV. The calculation puts the energy above the lowest of the compared OMol25 structures with the same formula, charge and spin at 9.3 kcal/mol.


(3)
Computed, not measured: a molecular structure, C37H26IrN4O2S at a distorted geometry, with ωB97M-V/def2-TZVPD.

Last column: Löwdin charge in e.
CARTESIAN COORDINATES (ANGSTROEM)
Ir (0.1003, -1.2688, 0.7828)  1.439
C (-1.4892, -4.4976, 3.2323)  -0.067
C (-1.3251, -3.9826, 4.5139)  -0.069
C (-0.8297, -2.7020, 4.6869)  -0.015
C (-0.4920, -1.9514, 3.5619)  -0.198
C (-0.6374, -2.4595, 2.2551)  -0.254
C (-1.1479, -3.7483, 2.1099)  -0.106
C (-0.0726, -0.5598, 3.5755)  -0.185
C (0.2407, 0.2004, 4.7260)  0.027
C (0.5800, 1.5065, 4.5941)  0.026
C (0.5099, 2.1290, 3.3272)  -0.141
C (0.7450, 3.5134, 3.1556)  -0.012
C (0.5761, 4.1028, 1.9353)  -0.050
C (0.1349, 3.3310, 0.8437)  -0.032
C (-0.0739, 1.9832, 0.9683)  -0.016
C (0.1472, 1.3459, 2.2065)  -0.174
N (-0.0230, -0.0193, 2.3558)  0.000
H (-1.8933, -5.4946, 3.1068)  0.111
H (-1.5993, -4.5780, 5.3743)  0.110
H (-0.7269, -2.2956, 5.6857)  0.112
H (-1.2925, -4.1734, 1.1216)  0.105
H (0.2285, -0.2848, 5.6911)  0.118
H (0.8680, 2.0949, 5.4566)  0.132
H (1.0410, 4.0979, 4.0181)  0.123
H (0.7494, 5.1630, 1.8109)  0.114
H (-0.0625, 3.8040, -0.1105)  0.110
H (-0.4528, 1.4259, 0.1296)  0.080
O (2.5713, 0.1089, -1.9172)  0.104
C (1.3831, -0.0288, -2.0516)  -0.505
N (0.5510, 0.3606, -3.0722)  0.166
C (-0.8728, 0.2197, -2.7993)  -0.256
C (-0.7464, -0.4395, -1.4379)  -0.432
O (-1.6097, -0.7097, -0.5489)  -0.066
N (0.5338, -0.5948, -1.0908)  0.005
C (-1.5481, 1.5888, -2.6080)  -0.140
C (-2.7788, 1.6664, -1.9619)  -0.020
C (-3.4096, 2.8898, -1.8052)  -0.057
C (-2.8246, 4.0478, -2.3011)  -0.076
C (-1.6047, 3.9728, -2.9541)  -0.075
C (-0.9660, 2.7482, -3.1046)  -0.027
C (-1.6207, -0.6146, -3.8287)  -0.136
C (-1.3503, -0.4272, -5.1805)  -0.023
C (-2.0529, -1.1368, -6.1400)  -0.063
C (-3.0386, -2.0369, -5.7574)  -0.072
C (-3.3181, -2.2176, -4.4126)  -0.061
C (-2.6142, -1.5073, -3.4485)  -0.021
H (0.9377, 0.6618, -3.9487)  0.149
H (-3.2460, 0.7688, -1.5777)  0.115
H (-4.3642, 2.9380, -1.2983)  0.111
H (-3.3217, 5.0014, -2.1835)  0.108
H (-1.1436, 4.8672, -3.3524)  0.109
H (-0.0074, 2.7124, -3.6041)  0.111
H (-0.6013, 0.2877, -5.5006)  0.113
H (-1.8336, -0.9830, -7.1881)  0.110
H (-3.5879, -2.5911, -6.5064)  0.109
H (-4.0880, -2.9136, -4.1068)  0.110
H (-2.8460, -1.6537, -2.4010)  0.108
S (3.8929, -3.4283, 1.9467)  1.156
C (2.2515, -3.0777, 1.7620)  -0.413
N (1.9531, -1.8619, 1.3570)  -0.125
C (3.1144, -1.1006, 1.1834)  -0.275
C (3.1970, 0.2221, 0.7263)  -0.030
C (4.4397, 0.8147, 0.6944)  -0.054
C (5.6048, 0.1018, 0.9640)  -0.059
C (5.5451, -1.2246, 1.3481)  -0.061
C (4.2751, -1.8205, 1.4514)  -0.449
H (1.4850, -3.8063, 1.9797)  0.084
H (2.3200, 0.8504, 0.7110)  0.090
H (4.5287, 1.8522, 0.4036)  0.118
H (6.5619, 0.5991, 0.8982)  0.114
H (6.4461, -1.7883, 1.5477)  0.114

For the orbital gap, the calculation gives 7.664 eV. The value obtained for the LUMO energy is -3.58 eV. For the HOMO energy, the calculation gives -11.24 eV. The calculation puts the energy above the lowest of the compared OMol25 structures with the same formula, charge and spin at 0.0 kcal/mol. As for the total charge: +1.